(1)
{
  "formula": "C13H16ClIN2Ru",
  "method": "the ωB97M-V functional and the def2-TZVPD basis",
  "species": ["C", "C", "H", "H", "H", "H", "H", "H", "C", "C", "C", "C", "H", "H", "H", "H", "N", "C", "C", "N", "C", "C", "C", "H", "H", "C", "H", "H", "Ru", "I", "Cl", "C", "H", "H"],
  "positions_angstrom": [[2.12, 2.66, 1.26], [2.55, 1.27, 0.46], [1.76, 3.49, 0.64], [3.15, 2.95, 1.52], [1.73, 2.65, 2.30], [2.06, 0.92, -0.48], [3.40, 1.72, -0.07], [3.00, 0.48, 1.07], [-2.46, 1.58, -0.27], [-3.67, 1.30, -0.89], [-3.77, 0.13, -1.65], [-2.65, -0.68, -1.75], [-2.34, 2.47, 0.36], [-4.50, 1.98, -0.74], [-4.70, -0.13, -2.15], [-2.69, -1.61, -2.32], [-1.39, 0.80, -0.35], [-1.46, -0.34, -1.08], [-0.29, -1.22, -1.09], [0.75, -0.85, -0.32], [1.72, -1.74, -0.06], [0.81, -3.31, -1.63], [1.81, -2.97, -0.72], [2.45, -1.45, 0.69], [2.67, -3.60, -0.51], [-0.26, -2.44, -1.81], [-1.07, -2.67, -2.48], [0.86, -4.25, -2.19], [0.59, 1.31, 1.01], [-0.91, 3.00, 2.45], [-1.02, -1.16, 2.24], [0.37, -0.06, 2.51], [0.12, 0.46, 3.44], [1.25, -0.71, 2.61]],
  "lowdin_charge": [-0.309, -0.256, 0.087, 0.114, 0.005, 0.074, 0.122, 0.086, -0.110, 0.068, 0.036, 0.086, -0.021, 0.150, 0.144, 0.128, 0.032, -0.168, -0.189, 0.028, -0.073, 0.029, 0.053, 0.118, 0.143, 0.077, 0.125, 0.144, 0.918, 0.498, 0.558, -0.698, -0.027, 0.026],
  "total_charge": 2,
  "s2": 6.09,
  "fmax_ha_per_bohr": 0.119,
  "lumo_ev": [-8.013, -11.573],
  "homo_ev": [-14.376, -15.097],
  "e_above_lowest_kcal_mol": 48.68,
  "orbital_gap_ev": [6.363, 3.524],
  "multiplicity": 5,
  "energy_ha": -1466.4391
}

(2)
{
  "formula": "C13H16FIrNO4S6Si",
  "method": "the ωB97M-V functional and the def2-TZVPD basis",
  "species": ["Ir", "C", "Si", "C", "C", "N", "C", "C", "C", "C", "C", "C", "F", "H", "H", "H", "H", "H", "H", "H", "H", "H", "H", "H", "H", "H", "O", "S", "O", "O", "O", "C", "S", "C", "C", "S", "S", "C", "S", "S", "H", "H", "H"],
  "positions_angstrom": [[1.08, -0.05, -1.39], [-0.03, -3.09, 0.81], [1.02, -1.70, 1.49], [2.82, -2.19, 1.31], [0.62, -1.62, 3.33], [0.69, -0.21, 0.62], [0.56, 1.04, 1.17], [0.83, 1.46, 2.49], [0.59, 2.76, 2.91], [0.10, 3.73, 2.06], [-0.14, 3.38, 0.73], [0.11, 2.09, 0.36], [-0.09, 1.75, -0.98], [0.28, -4.04, 1.25], [0.05, -3.16, -0.27], [-1.09, -2.94, 1.05], [2.99, -3.19, 1.71], [3.47, -1.49, 1.85], [3.11, -2.17, 0.26], [0.51, -2.65, 3.68], [-0.33, -1.11, 3.53], [1.40, -1.15, 3.93], [1.24, 0.75, 3.19], [0.82, 3.01, 3.94], [-0.08, 4.74, 2.40], [-0.50, 4.09, -0.01], [4.33, -0.42, -3.25], [3.12, -0.19, -2.55], [1.95, 0.36, -3.34], [2.45, -1.45, -1.95], [3.17, 0.70, -1.34], [-2.82, -0.11, -4.78], [-2.32, 1.35, -3.83], [-2.73, 0.81, -2.20], [-2.12, -0.16, -1.50], [-0.83, -1.21, -2.05], [-2.71, -0.38, 0.13], [-3.87, 0.90, 0.16], [-4.91, 1.19, 1.41], [-3.99, 1.69, -1.38], [-2.72, 0.17, -5.83], [-3.86, -0.36, -4.57], [-2.17, -0.94, -4.55]],
  "lowdin_charge": [1.151, -0.198, 0.391, -0.166, -0.185, -0.221, -0.316, -0.030, -0.099, -0.108, -0.019, -0.200, -0.088, 0.029, -0.014, 0.015, 0.028, 0.031, 0.010, 0.029, 0.036, 0.019, 0.076, 0.098, 0.093, 0.121, -0.270, 0.299, -0.424, -0.457, -0.400, -0.395, 0.814, -1.022, -1.070, 0.581, 0.914, -1.506, 0.487, 0.896, 0.029, 0.039, 0.003],
  "total_charge": -1,
  "fmax_ha_per_bohr": 0.013,
  "lumo_ev": 2.247,
  "homo_ev": -4.884,
  "e_above_lowest_kcal_mol": 1.38,
  "orbital_gap_ev": 7.131,
  "energy_ha": -3743.6505
}

(3)
{
  "formula": "C13H16FN",
  "method": "the ωB97M-V functional and the def2-TZVPD basis",
  "species": ["C", "C", "C", "C", "C", "C", "C", "C", "C", "C", "C", "C", "C", "N", "F", "H", "H", "H", "H", "H", "H", "H", "H", "H", "H", "H", "H", "H", "H", "H", "H"],
  "positions_angstrom": [[-3.61, -1.48, 0.20], [-2.93, -2.58, -0.41], [-2.85, -0.43, 0.61], [-1.66, -2.43, -0.86], [1.41, 0.25, 0.01], [0.37, -1.14, -0.85], [-0.64, -0.35, 1.79], [0.58, 1.39, 0.33], [-0.71, 0.90, 0.98], [-1.41, -0.39, 0.47], [0.27, 2.23, -0.86], [3.62, 1.26, -0.57], [2.85, 0.07, 0.00], [-0.87, -1.37, -0.46], [1.07, -2.15, -1.30], [-4.66, -1.54, 0.43], [-3.52, -3.35, -0.73], [-3.24, 0.46, 1.11], [-1.26, -3.14, -1.64], [0.29, -0.89, 1.66], [-1.08, -0.37, 2.84], [1.06, 2.14, 1.13], [-1.32, 1.69, 1.30], [1.20, 2.30, -1.48], [0.11, 3.35, -0.68], [-0.55, 1.91, -1.48], [3.35, 2.19, -0.04], [3.34, 1.21, -1.65], [4.65, 1.14, -0.36], [3.19, -0.09, 1.09], [2.97, -0.77, -0.55]],
  "lowdin_charge": [-0.084, -0.088, -0.030, -0.049, -0.069, -0.125, -0.032, -0.383, -0.162, -0.309, -0.083, -0.093, -0.266, 0.006, 0.085, 0.099, 0.064, 0.124, 0.150, 0.106, 0.138, 0.191, 0.124, 0.076, 0.100, 0.079, 0.081, 0.098, 0.046, 0.148, 0.059],
  "fmax_ha_per_bohr": 0.141,
  "lumo_ev": [0.455, 0.573],
  "homo_ev": [-5.915, -6.873],
  "e_above_lowest_kcal_mol": 75.26,
  "orbital_gap_ev": [6.370, 7.447],
  "energy_ha": -659.3209
}

(4)
{
  "formula": "C13H16N2O5",
  "method": "the ωB97M-V functional and the def2-TZVPD basis",
  "species": ["C", "H", "C", "H", "H", "C", "C", "O", "O", "H", "C", "H", "H", "C", "C", "O", "N", "C", "C", "C", "C", "C", "C", "H", "H", "H", "N", "O", "O", "H", "H", "H", "H", "H", "H", "H"],
  "positions_angstrom": [[4.58, -2.47, 1.25], [4.93, -3.46, 1.53], [3.06, -2.40, 1.37], [2.62, -3.14, 0.71], [2.77, -2.63, 2.39], [2.51, -1.01, 1.00], [2.55, -0.78, -0.49], [3.15, -1.44, -1.30], [1.82, 0.29, -0.88], [1.94, 0.44, -1.83], [1.11, -0.77, 1.56], [0.84, 0.28, 1.38], [1.12, -0.91, 2.64], [0.06, -1.70, 0.94], [-1.29, -1.02, 0.79], [-2.29, -1.37, 1.37], [-1.23, 0.03, -0.09], [-2.23, 0.92, -0.47], [-1.88, 1.94, -1.34], [-2.85, 2.84, -1.76], [-4.17, 2.75, -1.33], [-4.50, 1.72, -0.46], [-3.55, 0.81, -0.03], [-3.82, 0.02, 0.64], [-5.52, 1.63, -0.11], [-4.89, 3.46, -1.67], [-2.47, 3.90, -2.67], [-3.32, 4.69, -3.00], [-1.32, 3.93, -3.04], [-0.87, 2.06, -1.70], [-0.31, 0.23, -0.48], [0.38, -2.02, -0.06], [-0.08, -2.59, 1.55], [3.18, -0.25, 1.43], [4.90, -2.26, 0.23], [5.05, -1.74, 1.92]],
  "lowdin_charge": [-0.093, 0.073, -0.212, 0.119, 0.117, -0.246, -0.495, 0.133, 0.087, 0.142, -0.142, 0.113, 0.125, -0.081, -0.454, 0.087, 0.131, -0.195, 0.065, -0.154, -0.004, -0.051, 0.011, 0.103, 0.111, 0.117, -0.362, 0.087, 0.075, 0.121, 0.113, 0.128, 0.128, 0.161, 0.068, 0.076],
  "fmax_ha_per_bohr": 0.028,
  "lumo_ev": -0.535,
  "homo_ev": -9.099,
  "smiles": "CC[C@H](CCC(=O)Nc1cccc([N+](=O)[O-])c1)C(=O)O",
  "e_above_lowest_kcal_mol": 75.23,
  "orbital_gap_ev": 8.563,
  "energy_ha": -990.6526
}

(5)
{
  "formula": "C13H16N2PRuSe",
  "method": "the ωB97M-V functional and the def2-TZVPD basis",
  "species": ["C", "C", "C", "C", "C", "Ru", "P", "H", "H", "H", "H", "H", "H", "H", "H", "C", "N", "C", "Se", "N", "C", "C", "C", "C", "C", "C", "H", "H", "H", "H", "H", "H", "H", "H"],
  "positions_angstrom": [[3.35, -2.83, 0.85], [4.52, -2.67, 1.65], [5.48, -1.97, 0.88], [4.96, -1.71, -0.40], [3.59, -2.23, -0.43], [0.84, -1.89, -0.99], [-0.46, -2.36, 0.75], [2.43, -3.31, 1.14], [4.62, -3.06, 2.65], [6.48, -1.70, 1.22], [2.88, -2.25, -1.29], [5.42, -1.09, -1.17], [-0.95, -1.35, 1.61], [-0.05, -3.32, 1.73], [-1.71, -2.96, 0.40], [-0.31, 2.54, 1.25], [-0.91, 1.93, 0.08], [-0.30, 0.95, -0.65], [1.42, 0.31, -0.37], [-1.19, 0.53, -1.58], [-2.39, 1.24, -1.45], [-3.62, 1.08, -2.08], [-4.69, 1.85, -1.58], [-4.53, 2.68, -0.46], [-3.28, 2.80, 0.19], [-2.23, 2.09, -0.37], [0.00, 1.77, 1.98], [-1.05, 3.21, 1.70], [0.58, 3.12, 0.95], [-1.00, -0.26, -2.20], [-3.71, 0.39, -2.92], [-5.67, 1.80, -2.06], [-5.38, 3.25, -0.08], [-3.12, 3.42, 1.07]],
  "lowdin_charge": [-0.110, -0.040, -0.101, -0.033, -0.191, 0.319, 0.575, 0.054, 0.108, 0.106, 0.028, 0.116, -0.095, -0.096, -0.109, -0.021, -0.067, -0.703, 0.691, 0.103, -0.178, 0.005, -0.056, -0.056, 0.009, -0.151, 0.094, 0.090, 0.103, 0.135, 0.121, 0.117, 0.117, 0.115],
  "total_charge": 1,
  "s2": 6.03,
  "fmax_ha_per_bohr": 0.071,
  "lumo_ev": [-3.418, -4.648],
  "homo_ev": [-10.373, -10.993],
  "orbital_gap_ev": [6.956, 6.344],
  "multiplicity": 5,
  "energy_ha": -3451.7638
}

(6)
{
  "formula": "C13H16N6O2",
  "method": "the ωB97M-V functional and the def2-TZVPD basis",
  "species": ["O", "N", "N", "N", "O", "C", "C", "C", "C", "C", "C", "C", "C", "N", "N", "N", "C", "C", "C", "C", "C", "H", "H", "H", "H", "H", "H", "H", "H", "H", "H", "H", "H", "H", "H", "H", "H"],
  "positions_angstrom": [[0.07, -3.16, -1.94], [-2.76, -3.54, 0.22], [-3.60, -5.03, -1.55], [2.23, 2.76, 0.22], [-3.92, -4.36, -0.31], [-0.75, -2.79, -1.01], [-1.98, -3.53, -0.82], [-2.44, -4.52, -1.80], [3.37, 2.75, 0.80], [1.14, 3.13, 0.97], [3.60, 3.16, 2.16], [1.34, 3.70, 2.25], [2.60, 3.79, 2.88], [-1.90, -5.22, -2.78], [-0.42, -1.43, -0.51], [-0.58, 1.53, -0.02], [-0.22, 2.94, 0.23], [0.51, -0.58, -1.22], [-1.23, -0.80, 0.59], [0.03, 0.90, -1.21], [-0.64, 0.54, 1.10], [4.24, 2.52, 0.20], [4.61, 2.94, 2.49], [0.33, 4.06, 2.58], [2.71, 4.36, 3.83], [-2.43, -6.01, -2.99], [-0.90, -5.13, -2.97], [-1.00, 3.31, 0.78], [-0.08, 3.52, -0.62], [1.54, -0.52, -0.74], [0.68, -0.90, -2.30], [-2.21, -0.73, 0.14], [-1.29, -1.46, 1.53], [0.86, 1.53, -1.48], [-0.67, 0.92, -2.10], [-1.23, 0.96, 1.97], [0.41, 0.42, 1.44]],
  "lowdin_charge": [-0.009, 0.214, 0.131, 0.096, -0.117, -0.243, -0.165, -0.379, -0.163, -0.223, -0.065, -0.039, -0.067, 0.139, -0.043, -0.156, -0.108, -0.152, -0.126, -0.182, -0.143, 0.104, 0.094, 0.119, 0.119, 0.089, 0.114, 0.084, 0.102, 0.130, 0.138, 0.109, 0.134, 0.083, 0.125, 0.132, 0.120],
  "fmax_ha_per_bohr": 0.158,
  "lumo_ev": -0.458,
  "homo_ev": -8.236,
  "smiles": "Nc1nonc1C(=O)N1CCN(Cc2ccccn2)CC1",
  "e_above_lowest_kcal_mol": 95.88,
  "orbital_gap_ev": 7.778,
  "energy_ha": -983.7965
}